Entry 1:
Below is a molecular structure, C13H12N4O7Yb in a non-equilibrium geometry, with properties calculated with the ωB97M-V functional and the def2-TZVPD basis.

```
37
Properties=species:S:1:pos:R:3:forces:R:3
C -1.7108 -2.2664 -2.9695 -0.6 0.0 0.2
C -2.6250 -1.1733 -3.0012 0.1 -0.6 0.4
C -3.4051 -1.2142 -1.8070 0.2 -0.4 -0.1
C -2.9773 -2.3385 -1.0379 -0.1 -0.1 -0.4
C -1.9326 -2.9956 -1.7626 -0.3 0.4 -0.2
Yb -0.8837 -0.7273 -0.9260 -0.2 0.2 -1.9
N 0.6758 0.0086 -2.4658 -0.3 -1.4 0.3
C 0.8475 1.0393 -3.4620 0.5 0.8 1.5
C -0.4325 1.7285 -3.7091 -0.1 -0.1 -0.6
H -4.2392 -0.5500 -1.5682 0.4 -0.2 0.0
H -2.7276 -0.4539 -3.8129 0.1 -0.2 0.3
H -3.4215 -2.6825 -0.1005 0.2 0.2 -0.3
H -1.4237 -3.9158 -1.4712 -0.2 0.3 0.0
H -0.9877 -2.5110 -3.7490 -0.2 0.2 0.4
H -1.0375 1.4802 -4.5752 -0.2 0.3 0.2
H 1.4367 0.7523 -4.3606 -0.4 0.2 0.2
H 1.6084 -0.3251 -2.1964 -0.2 0.3 0.0
H -0.7668 2.4274 -2.9432 -0.2 -0.2 -0.3
H 1.3804 1.8054 -2.8541 0.7 0.2 -1.1
O 1.4113 1.1075 6.3178 1.0 0.2 -1.6
N 2.1828 1.2400 5.3471 0.7 0.4 1.7
O 3.3787 1.5817 5.4765 -1.9 -0.5 -0.2
C 1.6927 0.9786 4.0151 -0.5 -0.5 -0.2
C 0.3630 0.5630 3.8245 0.1 0.1 -0.1
C -0.0481 0.1726 2.5503 0.7 0.2 0.0
C 0.9446 0.0349 1.4927 -0.7 -0.9 -1.5
O 0.7874 -0.7087 0.4664 0.8 0.9 2.1
C 2.1714 0.7556 1.6772 -0.1 0.1 0.9
C 2.5918 1.1186 2.9432 0.1 0.0 -0.9
N 2.9409 1.0313 0.4597 0.6 0.4 -1.6
O 4.1660 0.8240 0.4724 -1.5 0.3 0.2
O 2.3156 1.4650 -0.5286 1.1 -0.7 2.3
N -1.4425 -0.0659 2.2647 -1.2 0.1 -1.1
O -2.2440 -0.2741 3.1788 1.1 0.2 -0.9
O -1.8427 0.0335 1.0393 0.8 -0.1 2.8
H -0.3432 0.5489 4.6549 0.3 0.0 -0.2
H 3.5964 1.5057 3.1206 -0.4 -0.1 -0.1
```
Forces are in eV/Å.

Calculated values
* 2S+1: 2
* Kohn-Sham gap (spin up / spin down): 4.3 / 4.3 eV
* total charge: -1

Charges per atom according to natural (NBO) partitioning, unit e: number 1, C, carries -0.33; number 2, C, carries -0.36; number 3, C, carries -0.38; number 4, C, carries -0.39; number 5, C, carries -0.41; number 6, Yb, carries 1.48; number 7, N, carries -1.11; number 8, C, carries -0.30; number 9, C, carries -0.30; number 10, H, carries 0.22; number 11, H, carries 0.22; number 12, H, carries 0.22; number 13, H, carries 0.22; number 14, H, carries 0.23; number 15, H, carries 0.15; number 16, H, carries 0.15; number 17, H, carries 0.33; number 18, H, carries 0.16; number 19, H, carries 0.17; number 20, O, carries -0.40; number 21, N, carries 0.50; number 22, O, carries -0.41; number 23, C, carries -0.01; number 24, C, carries -0.12; number 25, C, carries -0.09; number 26, C, carries 0.45; number 27, O, carries -0.69; number 28, C, carries -0.05; number 29, C, carries -0.15; number 30, N, carries 0.51; number 31, O, carries -0.40; number 32, O, carries -0.33; number 33, N, carries 0.51; number 34, O, carries -0.37; number 35, O, carries -0.46; number 36, H, carries 0.27; number 37, H, carries 0.27


Entry 2:
Below is a molecular structure, C13H13AuCl5N3OSe3Te in a non-equilibrium geometry, with properties calculated with the ωB97M-V functional and the def2-TZVPD basis.

```
40
Properties=species:S:1:pos:R:3:forces:R:3
Au 2.1786 -0.4295 0.6942 0.1 -0.1 -0.1
Se 4.2444 0.7098 1.3077 0.4 -0.4 0.4
Se 5.5405 -0.8417 2.4075 0.1 0.6 0.0
Te 4.7741 -3.1666 1.9267 -0.3 0.1 -0.1
Se 3.3110 -2.6171 0.0384 0.0 -0.4 -0.1
Cl -0.0574 6.9046 1.3079 0.3 -0.1 0.0
C 0.4550 5.2814 0.9790 -0.3 0.8 -0.4
C 1.6414 5.0207 0.3248 1.1 0.8 0.2
Cl 2.7972 6.2527 -0.0523 -0.4 0.5 0.2
C 2.0345 3.7485 0.0174 -0.8 -1.1 -0.1
Cl 3.6030 3.4186 -0.5621 0.3 -0.4 -0.4
C 1.1270 2.6699 0.1499 -0.9 0.3 0.3
O 1.3696 1.4929 -0.2865 0.6 -0.4 -0.3
C -0.1275 2.9534 0.7785 0.7 -0.4 0.3
Cl -1.1414 1.5662 1.1637 0.3 0.9 -0.2
C -0.4043 4.2310 1.2250 -1.1 -0.4 0.5
Cl -1.8622 4.5460 2.1199 0.1 -0.2 -0.2
C -1.9832 -1.2439 -2.8162 0.6 0.2 0.4
C -1.1252 -0.0560 -2.4661 -1.0 1.2 1.0
N -0.2596 -0.3542 -1.3258 -0.7 0.2 -2.3
C -0.4934 -1.3118 -0.4492 -1.9 -0.8 0.7
N 0.2949 -1.3792 0.5757 0.8 -1.0 1.2
C 0.0608 -2.3404 1.6534 -1.2 -0.9 -0.2
C -0.7922 -3.5671 1.2046 -0.3 0.7 -0.3
C -2.0352 -3.0680 0.4387 0.7 -0.8 0.4
N -1.6209 -2.1466 -0.5871 0.8 1.0 -0.6
C -2.6459 -1.7740 -1.5353 -0.7 0.0 -1.4
H -1.3329 -2.0247 -3.2548 -0.6 0.2 0.0
H -2.7055 -0.8449 -3.5172 -0.3 -0.5 -0.3
H -1.8246 0.8130 -2.1998 0.9 -1.0 -0.1
H -0.5607 0.3035 -3.3227 0.4 -0.2 0.1
H 0.3389 0.4153 -1.0463 0.4 0.2 0.5
H -0.5245 -1.8735 2.4513 0.3 0.3 0.1
H 1.0106 -2.6856 2.0677 -0.1 0.1 -0.1
H -1.1071 -4.1723 2.0693 0.2 0.2 -0.3
H -0.2574 -4.1887 0.4879 0.3 -0.1 0.2
H -2.7698 -2.6043 1.0790 -0.2 0.3 0.6
H -2.5578 -3.9313 -0.0213 0.4 0.4 0.0
H -3.3945 -1.0168 -1.1565 0.7 -0.7 -0.1
H -3.1984 -2.6896 -1.8691 0.3 0.6 0.7
```
Forces are in eV/Å.

Calculated values
* 2S+1: 3
* Kohn-Sham gap (spin up / spin down): 6.3 / 5.0 eV

Charges per atom according to natural (NBO) partitioning, unit e: number 1, Au, carries 0.88; number 2, Se, carries -0.15; number 3, Se, carries 0.00; number 4, Te, carries 0.34; number 5, Se, carries -0.44; number 6, Cl, carries 0.04; number 7, C, carries -0.14; number 8, C, carries -0.04; number 9, Cl, carries 0.04; number 10, C, carries -0.19; number 11, Cl, carries 0.06; number 12, C, carries 0.43; number 13, O, carries -0.86; number 14, C, carries -0.15; number 15, Cl, carries 0.00; number 16, C, carries -0.04; number 17, Cl, carries 0.03; number 18, C, carries -0.42; number 19, C, carries -0.20; number 20, N, carries -0.62; number 21, C, carries 0.66; number 22, N, carries -0.66; number 23, C, carries -0.22; number 24, C, carries -0.42; number 25, C, carries -0.20; number 26, N, carries -0.45; number 27, C, carries -0.21; number 28, H, carries 0.21; number 29, H, carries 0.22; number 30, H, carries 0.18; number 31, H, carries 0.21; number 32, H, carries 0.46; number 33, H, carries 0.19; number 34, H, carries 0.22; number 35, H, carries 0.22; number 36, H, carries 0.21; number 37, H, carries 0.18; number 38, H, carries 0.20; number 39, H, carries 0.19; number 40, H, carries 0.21


Entry 3:
Below is a molecular structure, C13H13AuN7O2, with properties calculated with the ωB97M-V functional and the def2-TZVPD basis.

```
36
Properties=species:S:1:pos:R:3:forces:R:3
Au -0.0001 0.0381 0.1925 0.0 0.1 0.0
N -0.0002 0.7083 2.5798 0.0 -0.2 0.1
N 0.0001 2.1083 2.6844 0.0 0.1 0.1
C 0.0001 2.8718 1.5852 0.0 0.2 -0.3
N 0.0002 4.1776 1.6361 0.0 -0.1 0.0
N 0.0001 2.1274 0.4472 0.0 -0.7 -0.3
N 0.0000 2.5633 -0.8382 0.0 0.7 -0.1
O 0.0001 3.7017 -1.1704 0.0 -0.4 0.2
O -0.0001 1.5723 -1.6137 0.0 -0.1 -0.1
H -0.8284 0.3284 3.0334 -0.1 0.0 0.1
H 0.8279 0.3281 3.0334 0.1 0.0 0.1
H 0.0002 2.5334 3.6041 0.0 -0.1 0.1
H 0.0001 4.6859 2.5133 0.0 -0.1 0.0
H 0.0003 4.7315 0.7910 0.0 0.1 -0.1
C 3.4385 -2.7590 -0.2860 -0.2 -0.1 0.0
C 2.6535 -1.6009 -0.2533 0.2 0.1 0.0
N 1.3433 -1.6806 -0.1157 -0.4 0.5 0.1
C 0.7054 -2.8713 -0.0703 0.2 -0.5 0.0
C 1.4230 -4.0794 -0.0950 -0.2 0.4 0.0
C 2.8272 -3.9893 -0.1828 0.1 0.1 0.0
C 0.6785 -5.2991 -0.0696 -0.2 -0.2 0.0
C -0.6785 -5.2991 -0.0696 0.2 -0.2 0.0
C -1.4230 -4.0794 -0.0950 0.2 0.4 0.0
C -2.8272 -3.9894 -0.1828 -0.1 0.1 0.0
C -3.4386 -2.7591 -0.2860 0.2 -0.1 0.0
C -2.6535 -1.6010 -0.2533 -0.2 0.1 0.0
N -1.3433 -1.6806 -0.1157 0.4 0.5 0.1
C -0.7054 -2.8713 -0.0703 -0.2 -0.5 0.0
H 4.5093 -2.6607 -0.3951 0.0 0.0 0.0
H 3.1061 -0.6192 -0.3378 0.0 0.0 0.0
H 3.4287 -4.8907 -0.1836 0.0 0.0 0.0
H 1.2207 -6.2363 -0.0665 0.0 0.0 0.0
H -1.2206 -6.2363 -0.0666 0.0 0.0 0.0
H -3.4287 -4.8908 -0.1835 0.0 0.0 0.0
H -4.5093 -2.6608 -0.3952 0.0 0.0 0.0
H -3.1062 -0.6193 -0.3377 0.0 0.0 0.0
```
Forces are in eV/Å.

Calculated values
* 2S+1: 3
* Kohn-Sham gap (spin up / spin down): 7.9 / 4.3 eV
* total charge: +3

Charges per atom according to natural (NBO) partitioning, unit e: number 1, Au, carries 1.39; number 2, N, carries -0.63; number 3, N, carries -0.40; number 4, C, carries 0.65; number 5, N, carries -0.69; number 6, N, carries -0.54; number 7, N, carries 0.64; number 8, O, carries -0.20; number 9, O, carries -0.34; number 10, H, carries 0.42; number 11, H, carries 0.42; number 12, H, carries 0.45; number 13, H, carries 0.46; number 14, H, carries 0.47; number 15, C, carries -0.22; number 16, C, carries 0.08; number 17, N, carries -0.45; number 18, C, carries 0.20; number 19, C, carries -0.07; number 20, C, carries -0.04; number 21, C, carries -0.14; number 22, C, carries -0.14; number 23, C, carries -0.07; number 24, C, carries -0.04; number 25, C, carries -0.22; number 26, C, carries 0.08; number 27, N, carries -0.45; number 28, C, carries 0.20; number 29, H, carries 0.29; number 30, H, carries 0.25; number 31, H, carries 0.27; number 32, H, carries 0.27; number 33, H, carries 0.27; number 34, H, carries 0.27; number 35, H, carries 0.29; number 36, H, carries 0.25


Entry 4:
Below is a molecular structure, C13H13CoN4O2S2, with properties calculated with the ωB97M-V functional and the def2-TZVPD basis.

```
35
Properties=species:S:1:pos:R:3:forces:R:3
Co 1.7053 -1.4970 0.2244 0.1 0.0 -0.1
O 2.7621 -2.1002 -0.8901 0.0 0.0 0.0
N -2.0726 0.1190 4.0527 0.0 0.0 0.0
C -0.9896 -0.2883 4.1037 -0.1 0.0 0.0
N 0.2487 -0.7542 4.1916 0.1 0.1 0.0
C 0.7876 -1.1978 3.1241 -0.1 -0.2 0.0
N 1.3158 -1.6369 2.1758 0.1 0.1 0.1
O -0.2510 -1.3339 -0.3676 0.0 -0.1 -0.1
S -1.2489 -0.6889 0.5947 -0.1 0.1 0.0
C -2.6679 -0.3106 -0.4810 0.0 0.0 0.0
C -3.8061 -1.2678 -0.1229 0.0 0.0 0.0
C -3.1466 -2.5449 0.3915 0.0 0.0 0.0
C -2.1066 -2.0630 1.3919 0.0 0.0 0.0
H -2.2685 -0.4889 -1.4796 0.0 0.0 0.0
H -2.9188 0.7429 -0.3757 0.0 0.0 0.0
H -4.4425 -1.4437 -0.9897 0.0 0.0 0.0
H -4.4257 -0.8318 0.6626 0.0 0.0 0.0
H -2.6609 -3.0834 -0.4246 0.0 0.0 0.0
H -3.8626 -3.2172 0.8631 0.0 0.0 0.0
H -1.3366 -2.7841 1.6655 0.0 0.0 0.0
H -2.5531 -1.6523 2.3015 0.0 0.0 0.0
S 1.9589 3.0954 0.8123 0.0 0.0 0.0
C 1.8393 1.4197 1.1552 0.0 0.0 0.0
N 2.0343 0.6149 0.1610 0.0 0.0 0.0
C 2.3080 1.3237 -1.0082 0.0 -0.1 0.0
C 2.5738 0.7556 -2.2558 0.0 0.0 0.0
C 2.8141 1.6069 -3.3111 0.0 0.0 0.0
C 2.7973 2.9995 -3.1434 0.0 0.0 0.0
C 2.5444 3.5679 -1.9141 0.0 0.0 0.0
C 2.2993 2.7105 -0.8426 0.0 0.0 0.0
H 1.6141 1.0732 2.1535 0.0 0.0 0.0
H 2.5984 -0.3229 -2.3502 0.0 0.0 0.0
H 3.0257 1.1962 -4.2892 0.0 0.0 0.0
H 2.9919 3.6404 -3.9931 0.0 0.0 0.0
H 2.5392 4.6418 -1.7859 0.0 0.0 0.0
```
Forces are in eV/Å.

Calculated values
* 2S+1: 5
* Kohn-Sham gap (spin up / spin down): 9.3 / 9.1 eV

Charges per atom according to natural (NBO) partitioning, unit e: number 1, Co, carries 1.52; number 2, O, carries -0.79; number 3, N, carries -0.48; number 4, C, carries 0.44; number 5, N, carries -0.67; number 6, C, carries 0.61; number 7, N, carries -0.78; number 8, O, carries -1.05; number 9, S, carries 1.23; number 10, C, carries -0.59; number 11, C, carries -0.41; number 12, C, carries -0.41; number 13, C, carries -0.61; number 14, H, carries 0.25; number 15, H, carries 0.24; number 16, H, carries 0.23; number 17, H, carries 0.22; number 18, H, carries 0.22; number 19, H, carries 0.23; number 20, H, carries 0.26; number 21, H, carries 0.27; number 22, S, carries 0.44; number 23, C, carries -0.09; number 24, N, carries -0.55; number 25, C, carries 0.18; number 26, C, carries -0.22; number 27, C, carries -0.20; number 28, C, carries -0.20; number 29, C, carries -0.20; number 30, C, carries -0.26; number 31, H, carries 0.24; number 32, H, carries 0.27; number 33, H, carries 0.22; number 34, H, carries 0.22; number 35, H, carries 0.22


Summary of ΔE to the lowest compared entry with this formula, charge and spin in kJ/mol
0.00 0.00 282.91 0.00
(order as listed above)